(1)
DFT (wB97M-V/def2-TZVPD) results for a 7-piece molecular cluster, C19H52N2O7 overall at a distorted geometry.

Structure (XYZ):
```
80
Properties=species:S:1:pos:R:3
C -0.54 -0.37 0.42
O -0.14 0.35 1.34
N 0.31 -0.63 -0.61
N -1.75 -0.96 0.28
H 0.19 -1.27 -1.38
H 1.26 -0.31 -0.46
H -2.41 -0.87 1.03
H -1.96 -1.35 -0.62
C -1.32 0.03 -4.12
C -0.80 -1.37 -4.49
C 0.67 -1.33 -4.93
O -0.97 -2.15 -3.31
H -2.41 -0.06 -4.13
H -1.04 0.80 -4.83
H -1.04 0.25 -3.09
H -1.40 -1.79 -5.31
H 1.11 -2.32 -4.82
H 1.23 -0.62 -4.31
H 0.76 -0.94 -5.94
H -1.09 -3.07 -3.54
C -3.25 3.08 1.67
C -3.77 3.39 0.30
C -4.39 2.22 -0.49
O -4.72 4.48 0.34
H -4.05 2.85 2.37
H -2.74 3.99 2.02
H -2.43 2.36 1.60
H -2.90 3.73 -0.28
H -5.45 2.19 -0.21
H -3.94 1.29 -0.16
H -4.33 2.35 -1.57
H -4.97 4.67 -0.57
C 0.17 4.15 0.74
C 0.89 3.68 2.01
C -0.01 3.35 3.21
O 1.63 2.51 1.66
H -0.33 3.29 0.27
H 0.80 4.66 0.03
H -0.70 4.79 0.93
H 1.64 4.43 2.25
H 0.59 3.13 4.10
H -0.57 2.43 3.03
H -0.79 4.08 3.43
H 1.12 1.68 1.69
C -2.68 -1.94 4.06
C -3.96 -1.21 3.83
C -3.85 0.28 3.55
O -4.74 -1.89 2.85
H -2.88 -2.93 4.46
H -2.02 -1.35 4.70
H -2.06 -2.05 3.16
H -4.55 -1.31 4.76
H -4.82 0.78 3.68
H -3.63 0.35 2.48
H -3.17 0.89 4.14
H -5.49 -1.34 2.60
C 4.69 -3.22 -3.09
C 4.34 -3.79 -1.71
C 2.82 -3.86 -1.49
O 4.84 -5.12 -1.60
H 3.99 -3.64 -3.81
H 5.68 -3.56 -3.42
H 4.83 -2.14 -3.12
H 4.83 -3.13 -0.98
H 2.47 -3.48 -0.54
H 2.46 -4.85 -1.76
H 2.25 -3.27 -2.22
H 5.59 -5.19 -2.19
C 3.63 -1.19 1.42
C 4.02 0.08 0.65
C 5.14 -0.15 -0.37
O 2.87 0.50 -0.06
H 3.00 -1.82 0.77
H 2.95 -0.92 2.23
H 4.46 -1.77 1.82
H 4.38 0.84 1.34
H 4.56 -0.51 -1.23
H 5.87 -0.94 -0.17
H 5.60 0.78 -0.70
H 2.44 1.24 0.40
```

Summary:
* energy above the lowest of the compared OMol25 structures with the same formula, charge and spin: 19.05 kcal per mole
* SMILES: NC(N)=O.CC(C)O.CC(C)O.CC(C)O.CC(C)O.CC(C)O.CC(C)O
* LUMO energy: 0.429 eV
* HOMO-LUMO gap: 0.37330 Eh

Results of the Mulliken charge analysis, in e, for atoms 1 through 4: 0.551 -0.861 0.158 -0.173


(2)
DFT (wB97M-V/def2-TZVPD) results for a 2-piece molecular cluster, C17H27BFN2O2 overall at a distorted geometry.

Structure (XYZ):
```
50
Properties=species:S:1:pos:R:3
C 1.07 0.64 3.45
B 0.05 1.89 3.60
C 0.57 3.37 3.93
C 2.11 3.50 3.89
O 2.62 4.30 3.17
F 2.95 2.74 4.69
C -1.49 1.54 3.34
C -2.51 1.45 4.43
C -3.85 1.07 4.01
N -4.34 0.78 2.79
C -3.44 0.89 1.77
C -2.07 1.24 2.03
H 1.87 0.95 2.72
H 1.52 0.33 4.43
H 0.55 -0.24 2.98
H 0.15 4.04 3.13
H 0.13 3.72 4.90
H -2.24 1.63 5.49
H -4.59 0.97 4.85
H -3.77 0.65 0.73
H -1.38 1.30 1.14
C 2.63 -1.63 -2.87
C 1.64 -1.32 -1.71
C 0.93 -2.63 -1.32
C -0.07 -3.09 -2.37
C -1.08 -1.98 -2.69
C -0.45 -0.61 -3.02
N 0.66 -0.25 -2.08
O 0.14 0.16 -1.04
C 0.08 -0.58 -4.47
C -1.59 0.44 -3.05
C 2.58 -0.85 -0.58
H 3.44 -2.26 -2.50
H 2.19 -2.20 -3.68
H 3.07 -0.72 -3.27
H 0.41 -2.51 -0.36
H 1.67 -3.42 -1.16
H 0.44 -3.40 -3.29
H -0.61 -3.97 -2.01
H -1.72 -2.30 -3.52
H -1.74 -1.88 -1.82
H 0.59 0.37 -4.67
H -0.74 -0.66 -5.19
H 0.76 -1.39 -4.72
H -2.15 0.47 -2.12
H -2.30 0.21 -3.84
H -1.19 1.44 -3.24
H 3.10 0.07 -0.88
H 3.34 -1.60 -0.37
H 2.06 -0.66 0.36
```

Summary:
* total charge: +1
* LUMO energy: -7.450 eV
* HOMO-LUMO gap: 0.15562 Eh

Results of the natural (NBO) charge analysis, in e, for atoms 1 through 4: -1.010 0.933 -0.904 0.882


(3)
DFT (wB97M-V/def2-TZVPD) results for a 11-piece molecular cluster, C34H96F6N8O10P overall at a distorted geometry.

Structure (XYZ):
```
155
Properties=species:S:1:pos:R:3
P -46.88 -11.42 -4.65
F -46.35 -11.52 -3.12
F -46.44 -12.95 -4.85
F -48.40 -11.81 -4.17
F -47.41 -11.45 -6.17
F -47.33 -9.88 -4.47
F -45.41 -10.89 -5.10
C -50.90 -6.95 -6.12
C -50.72 -8.48 -5.98
C -50.16 -9.06 -7.28
O -51.13 -8.98 -8.33
C -50.59 -9.34 -9.60
N -49.77 -8.66 -4.88
H -51.36 -6.79 -7.09
H -49.89 -6.54 -6.21
H -51.40 -6.45 -5.29
H -51.64 -9.02 -5.80
H -49.83 -10.09 -7.12
H -49.31 -8.47 -7.66
H -51.39 -9.22 -10.33
H -50.39 -10.41 -9.53
H -49.73 -8.72 -9.90
H -49.76 -9.60 -4.49
H -48.78 -8.60 -5.10
C -46.61 -12.90 1.70
C -46.37 -12.81 0.20
C -47.16 -13.87 -0.56
O -46.82 -15.20 -0.10
C -47.07 -16.16 -1.12
N -46.69 -11.44 -0.26
H -47.66 -12.89 2.00
H -46.08 -12.14 2.27
H -46.18 -13.85 2.04
H -45.29 -13.00 0.28
H -46.99 -13.86 -1.64
H -48.24 -13.79 -0.39
H -47.08 -17.10 -0.57
H -46.29 -16.21 -1.88
H -48.09 -16.07 -1.51
H -47.33 -10.98 0.38
H -47.31 -11.66 -1.04
C -47.75 -6.32 -1.85
C -46.74 -7.30 -1.19
C -46.98 -7.51 0.31
O -46.49 -8.73 0.79
C -46.39 -8.73 2.21
N -46.91 -8.62 -1.89
H -48.73 -6.72 -1.58
H -47.56 -6.26 -2.92
H -47.69 -5.35 -1.35
H -45.72 -6.92 -1.32
H -48.06 -7.51 0.53
H -46.52 -6.62 0.77
H -47.38 -8.61 2.66
H -45.71 -7.90 2.43
H -45.92 -9.66 2.53
H -47.08 -8.31 -2.84
H -47.84 -8.90 -1.57
C -51.08 -12.46 -5.84
C -52.59 -12.45 -5.95
C -53.17 -12.07 -7.31
O -53.05 -13.12 -8.27
C -53.35 -12.70 -9.58
N -53.13 -13.72 -5.43
H -50.75 -12.87 -4.90
H -50.63 -11.49 -6.06
H -50.58 -13.08 -6.60
H -52.92 -11.63 -5.30
H -52.79 -11.07 -7.57
H -54.27 -11.96 -7.27
H -53.23 -11.63 -9.73
H -54.38 -13.01 -9.81
H -52.73 -13.19 -10.33
H -53.14 -14.38 -6.21
H -54.14 -13.60 -5.33
C -44.23 -14.86 -5.45
C -42.90 -14.60 -4.73
C -41.71 -14.39 -5.66
O -40.55 -13.99 -4.99
C -39.42 -14.02 -5.80
N -43.14 -13.46 -3.84
H -44.92 -15.33 -4.76
H -44.19 -15.51 -6.35
H -44.54 -13.96 -5.99
H -42.68 -15.53 -4.20
H -41.93 -13.75 -6.53
H -41.53 -15.36 -6.16
H -39.13 -14.98 -6.23
H -38.54 -13.81 -5.19
H -39.39 -13.22 -6.55
H -44.03 -13.55 -3.35
H -43.34 -12.64 -4.40
C -46.66 -7.13 -6.19
C -45.20 -6.93 -6.60
C -44.53 -5.79 -5.81
O -43.16 -5.69 -6.14
C -42.45 -4.73 -5.42
N -44.54 -8.19 -6.24
H -47.10 -7.96 -6.74
H -47.34 -6.28 -6.24
H -46.66 -7.37 -5.12
H -45.08 -6.81 -7.68
H -44.68 -6.07 -4.77
H -44.98 -4.85 -6.16
H -41.63 -4.33 -6.01
H -42.02 -5.02 -4.45
H -43.09 -3.85 -5.23
H -43.74 -8.27 -6.86
H -45.00 -9.09 -6.31
C -49.68 -15.53 -11.96
C -49.64 -14.03 -11.73
C -48.29 -13.57 -11.21
O -48.08 -14.13 -9.92
C -48.23 -13.25 -8.83
N -50.10 -13.36 -12.95
H -49.57 -15.99 -10.97
H -48.96 -15.97 -12.65
H -50.69 -15.88 -12.18
H -50.36 -13.76 -10.95
H -48.24 -12.47 -11.20
H -47.43 -13.82 -11.83
H -49.28 -12.94 -8.74
H -47.64 -12.35 -9.01
H -47.98 -13.77 -7.91
H -50.05 -12.35 -12.85
H -49.61 -13.74 -13.75
C -37.98 -9.36 -3.30
C -39.07 -10.43 -3.34
C -40.04 -10.08 -4.47
O -41.03 -11.04 -4.64
C -41.81 -10.85 -5.79
N -38.52 -11.79 -3.36
H -38.28 -8.33 -3.05
H -37.55 -9.32 -4.30
H -37.26 -9.61 -2.51
H -39.70 -10.33 -2.45
H -39.54 -9.82 -5.42
H -40.42 -9.11 -4.10
H -42.39 -9.93 -5.77
H -42.46 -11.72 -5.87
H -41.15 -10.85 -6.67
H -37.78 -11.74 -2.66
H -37.98 -11.85 -4.23
C -43.28 -7.66 -3.11
O -44.13 -8.78 -3.24
H -42.47 -7.88 -2.41
H -42.88 -7.33 -4.07
H -43.88 -6.88 -2.62
H -44.54 -8.86 -4.11
C -51.05 -12.81 -1.88
O -50.05 -11.81 -2.04
H -50.85 -13.67 -2.53
H -51.05 -13.13 -0.84
H -52.00 -12.36 -2.17
H -49.46 -12.00 -2.80
```

Summary:
* energy above the lowest of the compared OMol25 structures with the same formula, charge and spin: 58.96 kcal per mole
* total charge: -1
* LUMO energy: 2.216 eV
* HOMO-LUMO gap: 0.29675 Eh

Results of the Mulliken charge analysis, in e, for atoms 1 through 4: 1.936 -0.101 -0.315 -0.480


(4)
DFT (wB97M-V/def2-TZVPD) results for one molecule with the formula C5H3BrN2O3 at a distorted geometry.

Structure (XYZ):
```
14
Properties=species:S:1:pos:R:3
O 2.50 2.17 -1.36
O 1.26 1.37 -3.00
Br 3.12 -0.38 0.25
N -2.45 -1.68 1.38
O -0.69 0.75 -0.61
C -2.21 -0.63 0.68
C 0.25 -0.53 0.92
C 1.28 0.06 0.20
C -0.91 -0.17 0.33
C 0.67 0.87 -0.75
N 1.50 1.51 -1.76
H -1.61 -2.26 1.53
H -3.12 -0.16 0.36
H 0.40 -0.92 1.85
```

Summary:
* energy above the lowest of the compared OMol25 structures with the same formula, charge and spin: 18.06 kcal per mole
* SMILES: [H]/N=C\c1cc(Br)c([N+](=O)[O-])o1
* LUMO energy: -1.376 eV
* HOMO-LUMO gap: 0.30946 Eh

Results of the natural (NBO) charge analysis, in e, for atoms 1 through 4: -0.337 -0.337 0.152 -0.540


(5)
DFT (wB97M-V/def2-TZVPD) results for a 7-piece molecular cluster, C28H42O21 overall at a distorted geometry.

Structure (XYZ):
```
91
Properties=species:S:1:pos:R:3
C 3.42 0.58 0.42
C 1.95 0.01 0.51
C 0.94 0.73 1.32
O -0.11 0.99 0.47
C 0.23 0.58 -0.83
O -0.68 0.50 -1.65
O 1.48 0.21 -0.85
H 3.95 0.45 1.36
H 3.43 1.65 0.23
H 4.00 0.24 -0.44
H 1.92 -1.04 0.78
H 1.42 1.65 1.67
H 0.81 0.07 2.17
C -9.89 0.47 -4.01
C -9.76 -0.96 -3.50
C -8.37 -1.43 -3.98
O -8.07 -2.15 -2.84
C -8.73 -1.61 -1.73
O -8.30 -1.78 -0.59
O -9.67 -0.87 -2.04
H -10.92 0.72 -3.74
H -10.06 0.19 -5.06
H -9.20 1.22 -3.65
H -10.64 -1.50 -3.84
H -7.73 -0.63 -4.36
H -8.44 -2.00 -4.91
C 10.71 2.92 4.70
C 11.24 2.62 6.02
C 12.49 1.71 6.07
O 13.59 2.56 6.41
C 13.21 3.84 6.62
O 14.02 4.70 7.06
O 11.88 3.82 6.50
H 10.23 3.90 4.75
H 9.89 2.23 4.54
H 11.34 2.96 3.81
H 10.44 2.31 6.69
H 12.77 1.16 5.17
H 12.25 0.95 6.81
C -0.85 -9.61 -1.14
C 0.12 -9.18 -2.28
C 0.87 -7.82 -2.14
O 2.30 -8.16 -2.22
C 2.34 -9.52 -2.29
O 3.33 -10.07 -2.52
O 1.21 -10.04 -2.09
H -0.37 -9.36 -0.20
H -1.17 -10.63 -0.97
H -1.70 -8.94 -1.04
H -0.19 -9.41 -3.30
H 0.46 -7.35 -1.24
H 0.54 -7.12 -2.91
C -5.11 -8.32 7.52
C -4.28 -8.34 6.22
C -4.90 -8.01 4.98
O -4.18 -6.82 4.70
C -3.18 -6.57 5.46
O -2.31 -5.66 5.36
O -3.14 -7.54 6.37
H -4.61 -8.17 8.48
H -5.63 -9.27 7.65
H -5.97 -7.65 7.46
H -3.89 -9.36 6.28
H -5.95 -7.78 5.17
H -4.66 -8.81 4.28
C -3.23 5.67 -8.33
C -3.87 4.57 -9.30
C -4.55 3.40 -8.52
O -5.78 3.30 -9.29
C -5.97 4.31 -10.15
O -7.00 4.54 -10.85
O -4.95 5.16 -9.95
H -2.41 5.20 -7.78
H -3.86 6.01 -7.51
H -3.09 6.58 -8.93
H -3.12 4.18 -9.98
H -4.67 3.61 -7.46
H -3.87 2.57 -8.73
C 3.46 8.34 1.78
C 3.83 9.60 2.45
C 4.98 10.28 1.81
O 4.49 11.54 1.45
C 3.22 11.75 1.83
O 2.55 12.78 1.73
O 2.73 10.61 2.32
H 4.33 7.73 1.52
H 2.95 8.51 0.83
H 2.73 7.82 2.39
H 4.01 9.43 3.52
H 5.16 9.62 0.96
H 5.80 10.39 2.51
```

Summary:
* energy above the lowest of the compared OMol25 structures with the same formula, charge and spin: 175.06 kcal per mole
* SMILES: C[C@H]1COC(=O)O1.C[C@H]1COC(=O)O1.C[C@H]1COC(=O)O1.C[C@H]1COC(=O)O1.C[C@H]1COC(=O)O1.C[C@H]1COC(=O)O1.C[C@H]1COC(=O)O1
* LUMO energy: 0.280 eV
* HOMO-LUMO gap: 0.39874 Eh

Results of the Mulliken charge analysis, in e, for atoms 1 through 4: -1.386 0.331 -0.343 -0.324


> HOMO-LUMO gap of number 3 (C34H96F6N8O10P)?

0.29675 Eh


> LUMO energy of number 3 (C34H96F6N8O10P)?

2.216 eV


> The highest HOMO-LUMO gap belongs to which entry?

C28H42O21


> Which of these has the highest HOMO-LUMO gap?

C28H42O21